Entry 1:
{
  "formula": "C24H25CoN2OPS2",
  "method": "ωB97M-V with the def2-TZVPD basis set",
  "e_tot_ev": -98908.713,
  "lumo_ha": [-0.004, 0.013],
  "e_homo_ev": [-7.74, -7.87],
  "spin_multiplicity": 2,
  "species": ["Co", "C", "C", "N", "N", "C", "S", "S", "C", "C", "C", "C", "C", "C", "C", "C", "C", "C", "C", "C", "C", "O", "H", "H", "H", "H", "H", "H", "H", "H", "H", "H", "H", "H", "H", "H", "C", "P", "C", "C", "C", "C", "C", "C", "C", "H", "H", "H", "H", "H", "H", "H", "H", "H", "H", "H"],
  "coordinates": [[-0.73046, -0.45445, -2.51828], [-1.49201, 3.19267, -0.29760], [-1.69990, 1.89929, -1.04023], [-0.70842, 1.12194, -1.33032], [0.54945, 1.51002, -0.81085], [1.52963, 0.97246, -1.43806], [1.44348, -0.04405, -2.86094], [3.17883, 1.23266, -0.88864], [3.00823, 2.46182, 0.43855], [2.79830, 1.88847, 1.82109], [3.89172, 1.61704, 2.64005], [3.71786, 1.08926, 3.91549], [2.43894, 0.83799, 4.39558], [1.33989, 1.11306, 3.58726], [1.51827, 1.62688, 2.30870], [-3.07377, 1.53113, -1.41284], [-4.13841, 2.27433, -0.85351], [-5.45547, 2.01461, -1.14244], [-5.75776, 0.98083, -2.03779], [-4.74975, 0.24445, -2.60782], [-3.39404, 0.49466, -2.31842], [-2.49545, -0.23560, -2.95207], [-0.45026, 3.33170, -0.04519], [-2.08164, 3.22188, 0.61956], [-1.82245, 4.01902, -0.92917], [2.19427, 3.12542, 0.15358], [3.94356, 3.01695, 0.39579], [4.89400, 1.82513, 2.27559], [4.58194, 0.88623, 4.53837], [2.29917, 0.43429, 5.39173], [0.33751, 0.92641, 3.95649], [0.66585, 1.82772, 1.66988], [-3.91636, 3.07916, -0.16803], [-6.24205, 2.60157, -0.68459], [-6.79060, 0.76097, -2.28588], [-4.95905, -0.55439, -3.30956], [-0.60964, -3.91516, -2.24279], [-0.53234, -2.34108, -1.33820], [-1.83745, -2.54357, -0.09220], [1.02189, -2.43028, -0.40302], [2.18398, -2.90928, -1.01454], [3.38836, -2.92109, -0.32432], [3.45016, -2.43875, 0.97728], [2.30824, -1.94185, 1.58494], [1.09918, -1.93492, 0.89661], [0.15840, -3.95041, -3.01361], [-1.58109, -3.97506, -2.73548], [-0.48574, -4.76225, -1.56745], [-1.62993, -3.40243, 0.54811], [-2.78769, -2.68734, -0.60971], [-1.92490, -1.64348, 0.51638], [2.15827, -3.26717, -2.03772], [4.28145, -3.29525, -0.80947], [4.39371, -2.43218, 1.51178], [2.35618, -1.54424, 2.59119], [0.21592, -1.53577, 1.38668]],
  "atomic_forces_ev_per_a": [[0.1972, 0.5744, -0.2794], [-0.0280, -0.0198, 0.0535], [-0.3555, -0.0804, 0.1499], [0.5654, 0.1671, 0.1319], [-0.4150, -0.1510, -0.2638], [0.3019, -0.1102, -0.1611], [-0.1239, -0.1077, 0.4304], [-0.0279, -0.0859, -0.0967], [-0.1716, -0.0989, 0.1507], [0.0186, -0.0271, -0.0629], [0.0222, -0.0537, 0.0235], [-0.0139, 0.0380, -0.0725], [-0.0302, 0.0167, -0.1086], [0.0701, -0.0229, -0.0156], [-0.0085, 0.0318, 0.0210], [0.0325, 0.3239, 0.1583], [0.0751, -0.0387, -0.0514], [-0.0155, -0.0939, -0.0670], [-0.0414, 0.0387, 0.0280], [-0.1130, -0.0474, -0.0462], [0.4291, -0.2867, -0.2667], [-0.4461, -0.1692, 0.4578], [0.0567, 0.0063, -0.0316], [0.0502, -0.0305, -0.0362], [-0.0296, 0.0050, 0.0278], [0.0136, 0.0337, 0.0248], [0.0229, 0.0668, 0.0476], [-0.0676, -0.0291, 0.0303], [-0.0449, 0.0137, -0.0443], [0.0008, 0.0287, -0.0462], [0.0391, 0.0074, -0.0202], [0.0434, -0.0221, 0.0503], [-0.0280, -0.0180, -0.0244], [0.0409, -0.0368, -0.0338], [0.0571, 0.0092, 0.0158], [-0.0023, 0.0442, 0.0289], [-0.0089, -0.0832, -0.0151], [0.0304, 0.1318, -0.1950], [-0.0478, 0.0057, 0.0491], [0.1037, -0.0213, 0.0251], [0.0164, -0.0342, 0.1105], [-0.1328, 0.0172, -0.0414], [0.0215, 0.0322, -0.0110], [-0.0695, 0.0345, -0.0494], [0.0058, -0.0031, 0.0738], [0.0099, 0.0040, 0.0085], [0.0091, -0.0096, 0.0110], [0.0012, -0.0164, -0.0178], [-0.0410, 0.0219, 0.0058], [0.0401, 0.0176, 0.0001], [0.0057, -0.0113, -0.0194], [-0.0052, 0.0386, 0.0583], [-0.0302, 0.0126, 0.0071], [-0.0634, -0.0153, -0.0362], [-0.0122, 0.0221, -0.0190], [0.0933, -0.0192, -0.0470]],
  "mulliken_spin": [0.996, 0.002, 0.000, 0.021, 0.000, 0.000, -0.032, 0.000, 0.001, 0.000, 0.000, 0.000, 0.000, 0.000, 0.000, -0.010, 0.000, 0.000, -0.002, 0.001, 0.010, 0.000, 0.000, 0.001, 0.000, -0.001, 0.000, 0.000, 0.000, 0.000, 0.000, 0.000, 0.000, 0.000, 0.000, 0.000, -0.005, 0.026, -0.002, -0.012, 0.003, -0.001, 0.000, 0.002, -0.002, 0.001, 0.002, 0.002, 0.000, 0.000, 0.000, -0.001, 0.000, 0.000, 0.000, 0.001]
}

Entry 2:
{
  "formula": "C4H11BN2",
  "method": "ωB97M-V with the def2-TZVPD basis set",
  "de_lowest_ev": 1.7756,
  "e_tot_ev": -7983.777,
  "lumo_ha": 0.029,
  "e_homo_ev": -8.02,
  "species": ["B", "C", "C", "C", "C", "N", "N", "H", "H", "H", "H", "H", "H", "H", "H", "H", "H", "H"],
  "coordinates": [[0.47466, -0.69454, -0.00059], [-1.97594, -0.57091, 0.04358], [-1.56541, 0.87727, -0.06074], [1.87532, -1.45826, -0.01717], [0.99064, 1.90396, 0.03507], [-0.76433, -1.37242, 0.00689], [0.28497, 0.68068, -0.03099], [-2.52615, -0.75865, 0.98034], [-2.63467, -0.84075, -0.79427], [-1.74547, 1.35475, -1.01162], [-1.75563, 1.51522, 0.78882], [1.97750, -2.02417, -0.94059], [1.95691, -2.16814, 0.80180], [2.72175, -0.78163, 0.05070], [2.05914, 1.68540, 0.02993], [0.76677, 2.55602, -0.82062], [0.76074, 2.46350, 0.95529], [-0.90079, -2.36732, -0.01581]],
  "atomic_forces_ev_per_a": [[0.7474, -0.3061, -0.0343], [-0.2960, -0.2628, 0.1161], [4.4885, -0.5169, 0.0609], [-0.4076, 0.3093, 0.0175], [0.2030, 0.1818, 0.0963], [-0.4907, -0.6391, -0.0403], [-4.6011, 0.8380, -0.0993], [0.0306, 0.1321, -0.2405], [0.0173, 0.0878, 0.1839], [-0.1102, 0.1315, -0.1142], [-0.1890, 0.0767, 0.1052], [0.0413, -0.0833, -0.1415], [-0.0212, -0.1103, 0.1371], [0.1358, 0.1086, -0.0093], [0.1249, 0.1251, -0.0050], [0.0902, -0.0536, 0.0889], [0.0961, -0.0330, -0.1453], [0.1408, 0.0144, 0.0237]],
  "nbo_charge": [0.842, -0.243, -0.190, -0.929, -0.391, -0.833, -0.641, 0.181, 0.186, 0.197, 0.198, 0.230, 0.228, 0.220, 0.204, 0.178, 0.174, 0.390]
}

Entry 3:
{
  "formula": "C6H10O",
  "method": "ωB97M-V with the def2-TZVPD basis set",
  "de_lowest_ev": 0.7253,
  "e_tot_ev": -8430.515,
  "lumo_ha": 0.036,
  "e_homo_ev": -8.63,
  "species": ["C", "C", "C", "C", "C", "C", "O", "H", "H", "H", "H", "H", "H", "H", "H", "H", "H"],
  "coordinates": [[1.33528, 2.61941, 1.41957], [1.23386, 1.47821, 0.46233], [0.10579, 1.14304, -0.15310], [-0.11436, -0.05352, -0.98256], [-0.60837, -1.20599, -0.53199], [-1.04390, -2.32906, -1.41639], [-0.83353, -1.44750, 0.78837], [1.38653, 2.25946, 2.44572], [0.45526, 3.24040, 1.30211], [2.25317, 3.19492, 1.29102], [2.11299, 0.89287, 0.22064], [-0.75064, 1.77689, 0.08475], [-0.21424, 0.06503, -2.06095], [-0.82935, -2.03513, -2.44510], [-0.60588, -3.27600, -1.10172], [-2.12766, -2.40749, -1.38582], [-0.57499, -0.62476, 1.23945]],
  "atomic_forces_ev_per_a": [[0.3431, -0.1903, -0.0357], [0.1265, -0.2323, -0.3129], [-0.1338, 0.0401, 0.6439], [-0.6136, 0.2416, -0.8901], [-0.1228, -0.1692, 0.1130], [-0.1833, 0.6382, -0.0882], [0.2640, 0.3293, 0.1072], [-0.1391, -0.0963, 0.1459], [-0.0292, 0.3281, 0.1606], [-0.1336, 0.1424, -0.2303], [0.1941, -0.0683, 0.2621], [-0.1819, -0.0656, -0.2424], [0.4558, 0.0806, 0.0965], [0.3531, -0.4668, 0.0543], [0.0513, 0.0313, -0.2606], [-0.1930, -0.2021, 0.2994], [-0.0577, -0.3408, 0.1773]],
  "nbo_charge": [-0.645, -0.148, -0.254, -0.385, 0.363, -0.655, -0.680, 0.218, 0.213, 0.218, 0.199, 0.190, 0.212, 0.221, 0.227, 0.222, 0.485]
}

Entry 4:
{
  "formula": "H3INPS",
  "method": "ωB97M-V with the def2-TZVPD basis set",
  "de_lowest_ev": 2.8054,
  "e_tot_ev": -29759.304,
  "lumo_ha": [-0.076, -0.112],
  "e_homo_ev": [-9.10, -8.81],
  "species": ["N", "P", "S", "I", "H", "H", "H"],
  "coordinates": [[-0.11295, -0.65366, 1.40590], [-0.76189, 1.92693, 0.13208], [0.43581, 0.16596, 0.22002], [3.85833, 0.08808, 0.00821], [0.49032, -1.41438, 1.68813], [-0.23161, 2.14295, -1.14215], [-0.15976, -0.30820, -0.98470]],
  "atomic_forces_ev_per_a": [[-0.5473, -0.1119, 0.6785], [0.0503, -0.2575, 0.5129], [-0.2849, -0.3098, -0.9670], [-0.2835, 0.0113, -0.0068], [0.3743, 0.1076, -0.0908], [0.1753, 0.1384, -0.4903], [0.5158, 0.4219, 0.3636]],
  "nbo_charge": [-1.149, 0.264, 0.640, -0.103, 0.374, -0.068, 0.042]
}